(1)
Computed, not measured: C30H47N4OP2Ti as an isolated structure, with ωB97M-V/def2-TZVPD.

Geometry as XYZ:
```
85
Properties=species:S:1:pos:R:3:mulliken_charge:R:1
Ti -0.4362 -0.0077 -0.4632 -1.887
C 2.5030 2.1363 1.1135 -1.782
C 2.8247 2.0097 -0.3756 0.661
C 2.5705 3.3235 -1.1244 -1.680
P 1.9195 0.5999 -1.1406 1.730
C 2.3109 0.4661 -2.9370 0.484
C 1.4272 1.4236 -3.7528 -1.427
C 3.7915 0.6990 -3.2685 -1.326
C 2.4826 -0.8656 -0.2125 0.697
C 3.6854 -1.5174 -0.4705 -0.882
C 4.2198 -2.4463 0.4179 0.299
C 5.5158 -3.1497 0.1362 -1.610
C 3.5207 -2.6686 1.6047 -1.199
C 2.3026 -2.0658 1.8661 -0.981
C 1.7438 -1.1931 0.9401 -0.108
N 0.4693 -0.5720 1.0311 1.387
C -0.4794 -0.6030 2.0861 0.653
C -0.6641 -1.7129 2.9206 -1.394
C -1.5831 -1.6806 3.9458 -1.150
C -2.4046 -0.5682 4.1683 0.343
C -3.3842 -0.5381 5.3043 -1.653
C -2.3033 0.4831 3.2700 -0.758
C -1.3579 0.4957 2.2402 0.557
P -1.3739 1.7531 0.9289 1.779
C -1.2596 3.4908 1.5217 0.647
C -0.6774 4.4271 0.4611 -1.038
C -2.6035 4.0100 2.0430 -1.465
C -2.8697 1.3352 -0.0856 0.974
C -4.1998 1.1899 0.6543 -1.502
C -2.9606 2.2418 -1.3192 -1.578
H 3.1587 2.8882 1.5529 0.568
H 1.4728 2.4671 1.2591 0.274
H 2.6596 1.2081 1.6626 0.369
H 3.8761 1.7251 -0.4826 0.845
H 1.5089 3.4951 -1.3032 0.403
H 2.9501 4.1546 -0.5292 0.489
H 3.0786 3.3573 -2.0842 0.317
H 2.0425 -0.5662 -3.1801 0.506
H 1.7031 2.4605 -3.5763 0.311
H 1.5804 1.2285 -4.8143 0.495
H 0.3669 1.2991 -3.5435 0.245
H 4.1097 1.7064 -3.0067 0.277
H 4.4700 -0.0030 -2.7928 0.300
H 3.9184 0.5922 -4.3463 0.522
H 4.2505 -1.2738 -1.3582 0.125
H 6.0656 -2.6725 -0.6727 0.364
H 6.1507 -3.1723 1.0210 0.410
H 5.3276 -4.1857 -0.1527 0.339
H 3.9435 -3.3314 2.3501 0.451
H 1.8308 -2.2556 2.8165 0.756
H -0.0721 -2.6029 2.7756 0.742
H -1.6683 -2.5396 4.6005 0.489
H -2.9698 -1.0108 6.1935 0.433
H -3.6743 0.4798 5.5566 0.393
H -4.2902 -1.0874 5.0375 0.339
H -2.9653 1.3293 3.3939 0.236
H -0.5506 3.4061 2.3509 0.682
H -1.3030 4.4890 -0.4284 0.311
H -0.6178 5.4295 0.8860 0.522
H 0.3263 4.1332 0.1686 -0.031
H -3.3028 4.1865 1.2253 0.323
H -3.0710 3.3546 2.7741 0.315
H -2.4287 4.9678 2.5339 0.522
H -2.6484 0.2928 -0.4519 -0.114
H -4.5218 2.1535 1.0462 0.322
H -4.9630 0.8406 -0.0413 0.450
H -4.1387 0.4814 1.4770 0.378
H -3.2894 3.2402 -1.0315 0.411
H -2.0103 2.3329 -1.8506 0.221
H -3.7026 1.8433 -2.0104 0.470
C -2.1415 -5.1714 -3.1470 -1.069
N -1.7508 -3.8709 -2.6029 0.039
C -1.4597 -2.6942 -3.4114 -0.472
C -1.1515 -1.7137 -2.3245 0.195
O -0.8310 -0.4867 -2.4334 -0.536
N -1.2453 -2.2549 -1.1215 -0.008
C -1.6001 -3.5666 -1.3209 0.250
N -1.7687 -4.4131 -0.3251 -0.276
H -2.4659 -5.0351 -4.1748 0.377
H -2.9810 -5.5810 -2.5858 0.423
H -1.3066 -5.8713 -3.1341 0.352
H -2.3141 -2.3759 -4.0138 0.395
H -0.6043 -2.8365 -4.0766 0.367
H -1.6868 -4.0910 0.6249 0.146
H -2.0257 -5.3751 -0.4821 0.248
```

* HOMO level (spin up / spin down): -16.143 / -16.143 eV
* lowest unoccupied orbital energy (spin up / spin down): -9.7 / -9.7 eV
* net charge: +3
* relative energy (zero: lowest compared OMol25 entry of this formula, charge and spin): 0.000 eV



(2)
Computed, not measured: a 11-piece molecular cluster, C30H47N9O2S2 overall in a non-equilibrium geometry, with ωB97M-V/def2-TZVPD.

Geometry as XYZ:
```
90
Properties=species:S:1:pos:R:3:mulliken_charge:R:1
C 0.8938 -0.9243 1.5574 -0.893
S 0.9139 0.4321 0.3258 0.510
O 2.3218 0.3878 -0.3203 -0.610
C -0.4657 -0.1634 -0.7759 -0.958
H -0.0655 -0.9267 2.0751 0.342
H 1.7276 -0.7901 2.2465 0.305
H 0.9892 -1.8965 1.0740 0.288
H -1.4398 -0.1288 -0.2881 0.366
H -0.3235 -1.1880 -1.1194 0.315
H -0.4491 0.3744 -1.7239 0.314
C -7.1155 -3.1589 4.9440 -0.891
S -5.7782 -3.5104 6.1782 0.495
O -6.4137 -4.4137 7.2264 -0.623
C -4.7509 -4.5698 5.1549 -0.843
H -7.8337 -2.4141 5.2866 0.314
H -7.6091 -4.0974 4.6916 0.307
H -6.6399 -2.7207 4.0665 0.321
H -5.4581 -5.3002 4.7616 0.269
H -4.0025 -5.1382 5.7071 0.330
H -4.3372 -3.8609 4.4377 0.321
C 5.3036 -3.3265 -1.4281 -0.677
C 5.7880 -2.7153 -2.6680 0.309
N 6.2542 -2.3213 -3.6641 -0.407
H 4.2713 -3.6762 -1.4382 0.266
H 5.5042 -2.5647 -0.6747 0.233
H 5.9717 -4.1628 -1.2220 0.282
C -1.3126 5.4602 -4.2611 -0.629
C -1.2918 6.6907 -3.4237 0.282
N -1.2748 7.6923 -2.7905 -0.386
H -1.2156 5.7961 -5.2935 0.260
H -2.3046 5.0186 -4.1658 0.255
H -0.4263 4.8599 -4.0552 0.220
C 5.9328 -0.8935 5.7798 -0.691
C 5.8687 0.3067 4.9531 0.294
N 5.7937 1.2353 4.2211 -0.368
H 4.9233 -1.1551 6.0970 0.254
H 6.6227 -0.6493 6.5875 0.255
H 6.3148 -1.7374 5.2052 0.259
C 2.2579 0.5503 -5.7424 -0.576
C 1.6266 -0.7734 -5.5291 0.275
N 1.1620 -1.8216 -5.3516 -0.397
H 2.4872 0.6844 -6.7995 0.285
H 3.0243 0.5559 -4.9674 0.230
H 1.5891 1.3313 -5.3805 0.188
C 7.9331 2.5679 -2.9801 -0.658
C 9.3335 2.0939 -2.9274 0.291
N 10.4271 1.6398 -2.8562 -0.378
H 7.4744 2.4619 -1.9970 0.244
H 7.3895 1.8722 -3.6193 0.232
H 7.8766 3.5593 -3.4297 0.267
N 4.4120 5.6976 0.5628 0.009
C 4.9737 6.8402 1.0330 -0.362
C 4.6810 7.9217 0.3242 -0.492
C 3.7452 7.4641 -0.6609 -0.294
C 3.6453 6.1025 -0.5421 -0.584
H 4.4870 4.7619 0.9356 0.208
H 5.6851 6.7590 1.8415 0.364
H 4.9591 8.9180 0.6347 0.367
H 3.2123 8.0353 -1.4066 0.388
H 3.0997 5.3372 -1.0742 0.395
N -2.5673 -7.3968 -0.4096 -0.008
C -2.5532 -7.7785 0.8843 -0.519
C -1.3520 -7.5110 1.4471 -0.266
C -0.5280 -6.9424 0.4666 -0.449
C -1.3736 -6.7909 -0.6312 -0.508
H -3.4443 -7.2941 -0.9000 0.253
H -3.4295 -8.1786 1.3725 0.361
H -1.0827 -7.7043 2.4749 0.382
H 0.4479 -6.5427 0.6994 0.372
H -1.2220 -6.3007 -1.5815 0.384
N -4.4271 3.4658 1.9638 -0.014
C -3.1855 4.0224 2.2026 -0.410
C -2.6158 3.2278 3.2501 -0.599
C -3.3663 2.0378 3.3613 -0.409
C -4.5855 2.3218 2.7184 -0.386
H -5.1378 3.8661 1.3682 0.202
H -2.8337 4.8999 1.6804 0.420
H -1.6190 3.3262 3.6539 0.382
H -3.2249 1.1606 3.9752 0.418
H -5.5381 1.8128 2.7196 0.402
N -6.4532 -1.1175 -2.5462 0.013
C -5.5743 -2.0655 -2.9266 -0.498
C -4.7770 -1.5561 -3.9620 -0.372
C -5.2518 -0.2948 -4.2915 -0.403
C -6.3105 -0.0441 -3.4046 -0.475
H -7.1193 -1.1797 -1.7895 0.202
H -5.5744 -3.0268 -2.4345 0.394
H -3.9567 -2.0729 -4.4378 0.394
H -4.8054 0.4012 -4.9863 0.387
H -6.9072 0.8459 -3.2697 0.360
```

* HOMO level: -8.191 eV
* lowest unoccupied orbital energy: -0.2 eV
* net charge: 0



(3)
Computed, not measured: C30H48AgBIN6O2Si2Te as an isolated structure in a non-equilibrium geometry, with ωB97M-V/def2-TZVPD.

Geometry as XYZ:
```
92
Properties=species:S:1:pos:R:3:mulliken_charge:R:1
Ag -0.2228 0.0342 0.2767 0.704
C 1.9991 -2.0804 -1.7370 -0.971
C 2.4822 -0.6694 -1.6150 0.474
C 3.5292 -0.0068 -2.2817 -1.428
C 3.5071 1.2829 -1.7860 0.962
C 4.3747 2.4448 -2.1453 -1.299
N 2.5115 1.3555 -0.8778 0.634
N 1.8853 0.1614 -0.7810 0.052
B 1.9777 2.6079 -0.1404 -0.355
N 1.8859 2.3665 1.3865 0.782
N 1.0621 1.4346 1.9337 -0.071
C 1.2793 1.4646 3.2405 0.299
C 0.5864 0.5406 4.1867 -0.583
C 2.2544 2.4266 3.5557 -1.664
C 2.6181 2.9735 2.3443 1.102
C 3.6233 4.0455 2.0709 -1.312
N 0.6152 3.0464 -0.7426 0.624
N -0.3497 2.1424 -1.0569 -0.150
C -1.2793 2.7917 -1.7370 0.638
C -2.4615 2.0764 -2.3057 -1.223
C -0.9293 4.1501 -1.8620 -1.556
C 0.2850 4.2657 -1.2189 0.936
C 1.1384 5.4767 -1.0276 -1.250
H 2.3974 -2.5498 -2.6364 0.342
H 0.9079 -2.1070 -1.7816 0.075
H 2.3123 -2.6771 -0.8763 0.086
H 4.2031 -0.4047 -3.0228 0.416
H 5.1225 2.1216 -2.8690 0.346
H 4.8903 2.8507 -1.2742 0.186
H 3.7965 3.2565 -2.5893 0.235
H 2.7632 3.4998 -0.3143 -0.239
H -0.3158 0.1369 3.7378 -0.348
H 0.3077 1.0613 5.1043 0.366
H 1.2269 -0.3018 4.4582 0.204
H 2.6386 2.6871 4.5286 0.429
H 4.0640 4.3666 3.0145 0.332
H 3.1713 4.9130 1.5892 0.196
H 4.4237 3.6937 1.4194 0.231
H -2.3128 0.9983 -2.2500 0.126
H -2.5998 2.3545 -3.3518 0.415
H -3.3820 2.3203 -1.7724 0.228
H -1.4813 4.9323 -2.3577 0.432
H 0.6379 6.3402 -1.4651 0.335
H 2.1146 5.3670 -1.5015 0.213
H 1.3110 5.6809 0.0303 0.179
C -3.4826 0.4905 3.5226 -0.672
Si -3.6089 -1.3532 3.8068 0.199
C -5.4082 -1.7865 4.0506 -1.104
C -2.6841 -1.8604 5.3470 -1.034
C -2.9630 -2.2873 2.3227 -0.347
Te -0.8432 -2.2333 2.0271 -0.261
C -0.8463 -3.9440 0.7378 -0.678
Si 0.0565 -5.3898 1.4881 0.208
C 1.8140 -4.9080 1.8968 -1.012
C 0.1030 -6.8289 0.2984 -1.066
C -0.8116 -5.9459 3.0444 -1.018
H -3.3437 1.0309 4.4613 0.617
H -4.4016 0.8524 3.0546 0.241
H -2.6577 0.7518 2.8580 0.054
H -5.8271 -1.2210 4.8871 0.303
H -5.5288 -2.8506 4.2670 0.315
H -5.9953 -1.5527 3.1593 0.272
H -2.9991 -1.2597 6.2038 0.325
H -1.6053 -1.7450 5.2245 0.279
H -2.8820 -2.9106 5.5782 0.293
H -3.4181 -1.9195 1.4004 -0.280
H -3.1929 -3.3517 2.4174 0.744
H -0.4490 -3.6111 -0.2212 0.378
H -1.9046 -4.1511 0.5702 0.430
H 2.3736 -4.6531 0.9937 0.282
H 2.3367 -5.7266 2.3976 0.357
H 1.8336 -4.0405 2.5609 0.304
H 0.6103 -6.5597 -0.6304 0.294
H -0.9051 -7.1625 0.0425 0.312
H 0.6364 -7.6720 0.7452 0.305
H -0.9076 -5.1148 3.7472 0.263
H -0.2495 -6.7444 3.5351 0.332
H -1.8131 -6.3252 2.8260 0.306
I -7.8021 1.3437 1.7137 0.015
C -6.2339 0.4051 0.6854 -0.488
C -6.5233 -0.5629 -0.2651 -0.492
C -5.4728 -1.1853 -0.9285 -0.688
C -4.1498 -0.8641 -0.6452 0.302
C -3.8938 0.1106 0.3114 0.516
C -4.9263 0.7599 0.9775 -0.857
C -3.0275 -1.6396 -1.3476 -0.574
O -3.3778 -2.4071 -2.2523 -0.842
O -1.8712 -1.4724 -0.8839 -0.306
H -7.5489 -0.8268 -0.4843 0.389
H -5.6541 -1.9423 -1.6794 0.495
H -2.8643 0.3746 0.5313 0.220
H -4.7118 1.5258 1.7108 1.239
```

* HOMO level: -4.878 eV
* lowest unoccupied orbital energy: 2.1 eV
* net charge: -1